{
  "formula": "H8O4",
  "method": "the ωB97M-V functional and the def2-TZVPD basis",
  "gap_ev": 11.1,
  "energy_ev": -8319.887,
  "e_above_lowest_kcal_mol": 18.20,
  "largest_force_ev_per_a": 0.29,
  "smiles": "O.O.O.O",
  "e_lumo_ev": 0.28,
  "spin_multiplicity": 1,
  "species": ["O", "H", "H", "O", "H", "H", "O", "H", "H", "O", "H", "H"],
  "coordinates": [[0.2798, 0.3963, -1.7646], [-0.0186, -0.4832, -2.0256], [0.9314, 0.6461, -2.4301], [-0.1553, 3.1829, -0.5964], [0.5684, 3.8042, -0.7228], [0.1389, 2.3500, -0.9887], [0.3243, -2.9133, 2.5815], [1.1381, -3.0560, 2.0893], [-0.1997, -2.3363, 2.0081], [-0.7607, -0.8320, 0.6761], [-0.5626, 0.0019, 0.2293], [-1.6842, -0.7606, 0.9438]],
  "forces_ev_per_a": [[0.14, 0.03, -0.20], [-0.03, 0.07, 0.12], [-0.05, -0.07, 0.05], [0.06, -0.07, -0.05], [-0.03, -0.06, 0.03], [-0.11, 0.09, 0.05], [-0.11, -0.05, -0.06], [-0.03, 0.02, 0.03], [0.25, 0.06, 0.03], [-0.28, 0.00, -0.06], [0.12, -0.10, 0.09], [0.08, 0.06, -0.04]]
}

=====

{
  "formula": "C4H6O",
  "method": "the ωB97M-V functional and the def2-TZVPD basis",
  "gap_ev": 11.2,
  "energy_ev": -6290.364,
  "e_above_lowest_kcal_mol": 35.84,
  "largest_force_ev_per_a": 1.10,
  "smiles": "C1C[C@H]2O[C@@H]12",
  "e_lumo_ev": 1.22,
  "spin_multiplicity": 1,
  "species": ["C", "C", "C", "O", "C", "H", "H", "H", "H", "H", "H"],
  "coordinates": [[-0.6929, 0.7699, -0.2091], [-0.6831, -0.7875, -0.0054], [0.8117, -0.6852, 0.2472], [1.3781, -0.1094, -0.9166], [0.8136, 0.7663, 0.0636], [-1.3672, 1.0636, 0.5844], [-0.9574, 1.2391, -1.1648], [-1.2260, -1.0748, 0.9071], [-1.0172, -1.4123, -0.8334], [1.4343, -1.2897, 0.8948], [1.5060, 1.5200, 0.4322]],
  "forces_ev_per_a": [[-0.26, -0.24, -0.01], [-0.05, -0.19, -0.11], [0.12, -0.41, 0.20], [0.18, -0.01, -0.12], [-0.07, 0.24, 0.14], [0.28, 1.06, 0.15], [-0.16, -0.41, 0.21], [0.07, 0.17, -0.32], [0.24, -0.06, 0.01], [0.04, -0.06, -0.20], [-0.38, -0.08, 0.07]]
}